[1]
# C5H12N2

A single C5H12N2 molecule (ωB97M-V/def2-TZVPD, the OMol25 dataset).

Element x y z (Å)
C1 0.281 -1.220 -1.983
C2 -0.165 -1.151 -0.519
C3 0.716 -0.245 0.356
C4 0.275 1.195 0.363
C5 -0.224 1.793 1.439
N1 -0.615 3.161 1.454
N2 -0.219 -2.525 0.006
H1 -0.066 -0.351 -2.552
H2 1.356 -1.377 -2.078
H3 -0.217 -2.079 -2.438
H4 -1.206 -0.802 -0.523
H5 1.726 -0.258 -0.082
H6 0.804 -0.670 1.350
H7 -0.002 1.616 -0.597
H8 -0.175 1.392 2.447
H9 -0.332 3.577 0.571
H10 -1.606 3.320 1.585
H11 -0.961 -2.613 0.691
H12 0.630 -2.762 0.508

As for the structure (SMILES): C[C@@H](N)C/C=C/N. The value obtained for the energy relative to the best compared isomer or geometry (same formula, charge and spin) is 111.37 kJ/mol. As for the multiplicity: 1. Its HOMO energy is -8.45 eV.

Atomic partial charges in e from the Löwdin method, atoms 1 to 2:
1 C -0.08
2 C -0.46

---

[2]
# C28H25F5NOSSn

C28H25F5NOSSn as an isolated structure (ωB97M-V/def2-TZVPD, the OMol25 dataset).

Element x y z (Å)
C1 -1.496 -1.922 1.701
C2 -1.259 -0.688 2.342
C3 -1.523 0.359 1.442
H1 -0.988 -0.558 3.390
C4 -1.952 -0.217 0.196
C5 -1.901 -1.666 0.354
H2 -2.458 0.307 -0.617
C6 2.502 -2.183 0.481
C7 2.340 -1.709 1.794
C8 2.387 -0.293 1.787
H3 2.282 -2.323 2.688
C9 2.557 0.147 0.456
C10 2.616 -1.045 -0.394
H4 -1.505 1.427 1.664
H5 -2.303 -2.382 -0.362
H6 -1.494 -2.898 2.182
H7 2.956 -1.061 -1.430
H8 2.377 0.356 2.666
H9 2.625 -3.209 0.153
Sn1 0.234 -0.883 -0.624
C11 2.626 1.548 -0.102
C12 3.882 1.620 -0.985
C13 2.687 2.611 0.998
H10 4.770 1.401 -0.377
H11 3.994 2.615 -1.421
H12 3.840 0.896 -1.807
H13 3.560 2.439 1.644
H14 1.777 2.602 1.615
H15 2.796 3.607 0.542
C14 1.307 1.760 -0.937
C15 1.228 2.929 -1.901
H16 0.435 1.799 -0.261
H17 1.218 0.914 -1.667
O1 2.198 3.205 -2.596
N1 0.029 3.604 -2.035
C16 -1.314 3.038 -1.837
H18 0.072 4.306 -2.764
C17 -1.930 3.469 -0.529
C18 -3.250 3.108 -0.232
H19 -3.833 2.565 -0.980
C19 -3.812 3.455 0.999
H20 -4.838 3.160 1.229
C20 -3.061 4.185 1.932
H21 -3.496 4.447 2.900
C21 -1.754 4.577 1.621
H22 -1.156 5.158 2.326
C22 -1.198 4.232 0.382
H23 -0.200 4.577 0.100
H24 -1.283 1.934 -1.912
H25 -1.950 3.383 -2.670
F1 -1.468 -8.239 0.030
C23 -1.132 -7.017 -0.429
C24 -1.402 -6.670 -1.754
F2 -1.985 -7.558 -2.588
C25 -1.056 -5.410 -2.215
F3 -1.285 -5.083 -3.507
C26 -0.442 -4.442 -1.391
S1 -0.043 -2.953 -2.164
C27 -0.181 -4.836 -0.062
F4 0.416 -3.972 0.815
C28 -0.514 -6.094 0.418
F5 -0.247 -6.430 1.699

As for the multiplicity: 1. Its HOMO energy is -3.43 eV. As for the net charge: -1.

Atomic partial charges in e from the Löwdin method, atoms 1 to 2:
1 C -0.15
2 C -0.15